*w*
The following is a DFT calculation (ωB97M-V/def2-TZVPD) of an isolated molecule of C2H4N2OS.

The geometry in XYZ format:
```
10
Properties=species:S:1:pos:R:3:lowdin_charge:R:1
C -1.4964 2.0270 -0.0916 -0.61
C 0.5660 -1.2007 0.8775 -0.20
N -2.0874 3.0036 0.0764 0.09
N -1.0515 0.8758 -0.4648 -0.18
O 1.1640 -0.0014 -1.5010 -0.31
S 0.7248 0.4529 -0.0073 1.04
H 1.5909 -1.6415 0.8871 0.07
H -0.0265 -1.7291 0.1835 0.02
H 0.0631 -1.1360 1.8109 0.05
H 0.5531 -0.6506 -1.7706 0.03
```

## Properties
LUMO level ... -0.2 eV
HOMO energy ... -8.7 eV
Charge ... 0


*x*
The following is a DFT calculation (ωB97M-V/def2-TZVPD) of an isolated molecule of C2H4N2OS.

The geometry in XYZ format:
```
10
Properties=species:S:1:pos:R:3:lowdin_charge:R:1
C 0.0156 0.8011 -0.0462 -0.25
C -0.5415 -0.5815 0.1622 -0.25
N -1.0727 1.7804 -0.1256 -0.03
N -2.2047 1.3428 0.0402 -0.21
O -3.0500 -0.8848 -0.7058 -0.50
S -2.3924 -0.2614 0.4288 0.87
H 0.6258 1.3338 0.6231 0.10
H 0.5513 0.8099 -1.0430 0.14
H -0.6972 -1.1726 -0.7324 0.08
H -0.0600 -1.1157 0.9192 0.06
```

## Properties
LUMO level ... -0.1 eV
HOMO energy ... -9.5 eV
Charge ... 0


*y*
The following is a DFT calculation (ωB97M-V/def2-TZVPD) of an isolated molecule of C2H4N2OS.

The geometry in XYZ format:
```
10
Properties=species:S:1:pos:R:3:lowdin_charge:R:1
S -0.6365 -1.2912 2.3226 0.54
N -0.0863 -0.2748 1.2078 -0.71
N 0.7024 0.6635 1.3445 0.03
O 0.9580 1.2991 0.2105 -0.06
C 0.3798 0.6268 -0.9061 -0.12
C -0.5434 -0.4472 -0.2420 -0.10
H 1.0956 0.1214 -1.5045 0.11
H -0.1779 1.2378 -1.5206 0.09
H -1.6113 -0.5741 -0.4663 0.13
H -0.0804 -1.3614 -0.4459 0.08
```

## Properties
LUMO level (spin up / spin down) ... 0.2 / 0.2 eV
SMILES ... [S-][N+]1=NOCC1
HOMO energy (spin up / spin down) ... -8.3 / -8.3 eV
Charge ... 0


*z*
The following is a DFT calculation (ωB97M-V/def2-TZVPD) of a cluster of 2 separate species, C2H4N2OS in total.

The geometry in XYZ format:
```
10
Properties=species:S:1:pos:R:3:lowdin_charge:R:1
N 0.3010 -2.2036 0.0840 0.01
N 1.3019 -1.3787 -0.0732 -0.08
C 1.8001 -0.3624 -0.4137 -0.78
S 2.6217 0.9918 -0.4788 0.59
H -0.5795 -1.8726 -0.2702 0.08
H 0.3851 -2.8935 0.9529 0.17
C -1.4219 1.9034 0.0784 -0.17
O -1.4912 0.7628 -0.1571 0.02
H -0.7116 2.4853 -0.3832 0.04
H -2.2057 2.5673 0.6609 0.11
```

## Properties
LUMO level ... 0.7 eV
SMILES ... NN=C=S.C=O
HOMO energy ... -8.0 eV
Charge ... 0


Which of them is least stable? Easy: *y*.


*w*
The following is a DFT calculation (ωB97M-V/def2-TZVPD) of a cluster of 2 separate species, C2H6NO2S2 in total.

The geometry in XYZ format:
```
13
Properties=species:S:1:pos:R:3:lowdin_charge:R:1
N 1.1366 -2.4440 -0.6766 0.08
C 0.9467 -1.1806 -0.0578 -0.87
O 1.4700 -0.1894 -0.6142 -0.10
O 0.2382 -1.1934 0.9774 -0.12
H 0.4136 -3.0934 -0.4524 0.05
H 1.4373 -2.4337 -1.6293 0.05
C -0.2675 1.8476 1.1258 -0.47
S -1.1366 2.4410 -0.3700 0.31
S -2.3087 0.8548 -0.7882 0.26
H -0.7195 2.3213 1.9988 0.01
H 0.7878 2.0781 1.0500 0.02
H -0.4220 0.7671 1.1572 -0.02
H -1.5761 0.2247 -1.7206 -0.20
```

## Properties
LUMO level ... 3.3 eV
HOMO energy ... -4.2 eV
Charge ... -1


*x*
The following is a DFT calculation (ωB97M-V/def2-TZVPD) of a cluster of 2 separate species, C2H6NO2S2 in total.

The geometry in XYZ format:
```
13
Properties=species:S:1:pos:R:3:lowdin_charge:R:1
N 0.8307 -0.0101 -2.6786 0.07
C 0.0067 0.1061 -1.5196 -0.87
O -0.6080 -0.9240 -1.1757 -0.10
O -0.0079 1.2429 -0.9841 -0.12
H 1.5703 0.6691 -2.7028 0.05
H 1.0967 -0.9494 -2.9119 0.05
C -1.3453 0.3588 1.7003 -0.47
S -0.3178 -0.8539 2.5933 0.31
S 1.5761 -0.3076 2.0941 0.26
H -1.7410 1.0735 2.4155 0.01
H -2.1359 -0.1619 1.1817 0.02
H -0.7017 0.8488 0.9690 -0.02
H 1.7772 -1.0923 1.0188 -0.20
```

## Properties
LUMO level ... 3.3 eV
HOMO energy ... -4.3 eV
Charge ... -1


Which of them is least stable? Easy: *w*.


*w*
The following is a DFT calculation (ωB97M-V/def2-TZVPD) of a structure of composition C19H41N4O6SY.

The geometry in XYZ format:
```
72
Properties=species:S:1:pos:R:3:lowdin_charge:R:1
Y -0.1644 0.3001 0.0812 1.69
C 1.9295 -1.6586 2.2888 -0.14
C 1.7058 -0.4532 3.2093 -0.13
O 0.6487 0.3640 2.6972 -0.22
C 0.7145 1.7202 3.1333 -0.14
C 1.8437 2.4750 2.4169 -0.15
O 1.7928 2.1088 1.0412 -0.21
C 3.0126 2.3933 0.3723 -0.15
C 2.9128 1.8886 -1.0671 -0.14
O 2.4288 0.5476 -1.1605 -0.21
C 3.3800 -0.4849 -0.9084 -0.14
C 3.3894 -0.9584 0.5482 -0.15
O 2.0524 -1.2828 0.9204 -0.20
H 1.0810 -2.3436 2.3416 0.12
H 2.8255 -2.1927 2.6185 0.15
H 2.6323 0.1231 3.2795 0.12
H 1.4425 -0.8086 4.2113 0.15
H 0.8548 1.7678 4.2182 0.15
H -0.2512 2.1597 2.8607 0.12
H 2.8232 2.2042 2.8405 0.13
H 1.7172 3.5588 2.5392 0.15
H 3.8457 1.8959 0.8896 0.13
H 3.2045 3.4740 0.3820 0.15
H 3.8902 1.9813 -1.5515 0.15
H 2.1834 2.4953 -1.6058 0.11
H 4.3860 -0.1620 -1.1953 0.15
H 3.0773 -1.3229 -1.5453 0.13
H 3.7979 -0.1824 1.2047 0.12
H 4.0197 -1.8534 0.6347 0.15
C -3.0417 2.3958 1.0424 -0.04
O -1.6285 2.5283 0.8476 -0.29
C -1.2705 3.7013 0.1165 -0.16
C -1.2437 3.4591 -1.3900 -0.18
O -0.2015 2.5219 -1.6652 -0.33
C 0.0532 2.4316 -3.0651 -0.11
H -3.4363 3.2738 1.5607 0.11
H -3.1832 1.5104 1.6599 0.08
H -3.5691 2.2625 0.0955 0.09
H -0.2645 3.9759 0.4505 0.13
H -1.9567 4.5185 0.3536 0.14
H -1.0479 4.4036 -1.9119 0.15
H -2.2054 3.0575 -1.7406 0.11
H 0.4631 3.3749 -3.4434 0.11
H -0.8628 2.1907 -3.6141 0.07
H 0.7833 1.6349 -3.2040 0.08
C -0.2937 -4.3069 -3.7626 0.01
C -1.2445 -3.1907 -3.6215 -0.32
N -2.4445 -3.1343 -4.0869 0.14
N -2.9606 -1.9554 -3.7005 0.06
C -2.0898 -1.2452 -2.9617 -0.74
S -2.3304 0.2473 -2.2752 0.70
N -0.9641 -2.0315 -2.9108 -0.08
N 0.2455 -1.6531 -2.3261 0.10
H -0.7190 -5.0280 -4.4535 0.10
H -0.1326 -4.8031 -2.8043 0.10
H 0.6672 -3.9650 -4.1466 0.09
H -3.8990 -1.6929 -3.9695 0.17
H 0.8552 -1.2368 -3.0359 0.12
H 0.7046 -2.4869 -1.9565 0.11
C -2.5011 -3.4744 1.8653 -0.08
C -1.8291 -2.0983 1.9674 -0.53
C -2.7004 -1.1384 2.7736 -0.09
C -1.5628 -1.5735 0.5373 -0.32
H -2.7022 -3.8769 2.8544 0.08
H -1.8526 -4.1775 1.3451 0.07
H -3.4440 -3.4091 1.3268 0.09
H -0.8877 -2.2342 2.5124 0.09
H -3.6644 -0.9851 2.2894 0.09
H -2.1941 -0.1774 2.8967 0.05
H -2.8867 -1.5509 3.7626 0.09
H -1.1764 -2.4348 -0.0223 0.02
H -2.5585 -1.3821 0.1150 0.02
```

## Properties
LUMO level ... -4.8 eV
HOMO energy ... -13.5 eV
Charge ... +2


*x*
The following is a DFT calculation (ωB97M-V/def2-TZVPD) of a structure of composition C19H41N4O6SY.

The geometry in XYZ format:
```
72
Properties=species:S:1:pos:R:3:lowdin_charge:R:1
Y -0.3547 -0.0524 -0.3732 1.68
C 0.4639 -2.7375 1.9481 -0.14
C 1.1500 -3.3695 0.7663 -0.15
O 1.2372 -2.4216 -0.2943 -0.21
C 1.7855 -3.0024 -1.4684 -0.16
C 1.5631 -2.0402 -2.6047 -0.14
O 0.2563 -1.4612 -2.5947 -0.21
C -0.8028 -2.2715 -3.1186 -0.13
C -1.4319 -3.1660 -2.0890 -0.15
O -1.6291 -2.4404 -0.8759 -0.20
C -2.1034 -3.3054 0.1582 -0.15
C -1.9163 -2.6373 1.4931 -0.18
O -0.6658 -1.9465 1.5918 -0.25
H 1.1427 -2.0680 2.4626 0.10
H 0.1735 -3.5206 2.6491 0.15
H 0.6057 -4.2480 0.4156 0.13
H 2.1467 -3.6989 1.0723 0.15
H 1.3116 -3.9658 -1.6593 0.13
H 2.8580 -3.1798 -1.3522 0.15
H 1.7413 -2.5487 -3.5507 0.15
H 2.2560 -1.2024 -2.5373 0.12
H -0.4366 -2.8802 -3.9456 0.15
H -1.5318 -1.5775 -3.5059 0.10
H -0.8156 -4.0398 -1.8758 0.12
H -2.3851 -3.5214 -2.4846 0.15
H -1.5610 -4.2500 0.1032 0.13
H -3.1629 -3.5215 0.0143 0.15
H -1.9987 -3.3790 2.2872 0.15
H -2.6791 -1.8868 1.6511 0.05
C 1.6687 4.1083 -1.0104 -0.06
O 1.7288 2.7335 -0.5988 -0.25
C 3.0568 2.3426 -0.3382 -0.21
C 3.1468 0.8576 -0.4665 -0.16
O 2.2921 0.1928 0.4926 -0.30
C 3.0305 -0.3959 1.5647 -0.06
H 2.2578 4.2589 -1.9153 0.10
H 2.0524 4.7623 -0.2231 0.10
H 0.6350 4.3509 -1.2161 0.09
H 3.3538 2.6579 0.6703 0.14
H 3.7506 2.8008 -1.0477 0.14
H 4.1818 0.5457 -0.3287 0.14
H 2.8258 0.5552 -1.4652 0.12
H 3.8036 0.2910 1.9129 0.11
H 3.4981 -1.3308 1.2497 0.11
H 2.3436 -0.5903 2.3831 0.08
C 0.9395 3.3338 4.5011 0.01
C -0.3314 2.6692 4.1150 -0.30
N -1.4125 2.6222 4.8136 0.16
N -2.2842 1.8905 4.0363 0.06
C -1.7736 1.4725 2.8853 -0.72
S -2.5098 0.5934 1.6567 0.73
N -0.5196 1.9604 2.9307 -0.09
N 0.3607 1.7788 1.8786 0.11
H 0.7941 3.8168 5.4642 0.10
H 1.2348 4.0897 3.7692 0.09
H 1.7510 2.6073 4.6018 0.09
H -3.2242 1.7290 4.3561 0.17
H 0.4419 2.6302 1.3340 0.11
H 1.2716 1.5333 2.2394 0.09
C -3.6480 1.6224 -1.4506 -0.12
C -2.4862 1.8040 -2.4192 -0.52
C -2.5918 0.7572 -3.5211 -0.09
C -1.1036 1.7769 -1.7238 -0.30
H -4.6056 1.6559 -1.9785 0.09
H -3.6654 2.3879 -0.6714 0.07
H -3.5876 0.6425 -0.9596 0.03
H -2.5991 2.7881 -2.8837 0.13
H -2.7538 -0.2287 -3.0668 0.06
H -1.6931 0.7234 -4.1472 0.08
H -3.4473 0.9501 -4.1728 0.09
H -1.0631 2.6369 -1.0361 0.03
H -0.3366 1.9561 -2.4969 0.04
```

## Properties
LUMO level ... -4.9 eV
HOMO energy ... -13.4 eV
Charge ... +2


Which of them is least stable? Easy: *x*.